This record from OMol25 describes C26H46AsMoO3PS5Si3 as an isolated structure. The level of theory is wB97M-V/def2-TZVPD.

Last column: Löwdin spin population.
Element x y z (Å)
Mo  0.181  -0.828  0.202  0.884
As  -0.455  -1.784  -2.151  -0.005
S  -0.050  1.513  -0.677  0.010
S  0.362  -1.783  3.480  0.020
S  3.675  0.719  2.389  0.001
S  4.401  -2.181  -0.359  0.000
S  -1.921  -0.292  1.150  -0.001
P  -1.452  1.645  0.738  0.011
Si  0.758  -0.543  -3.807  0.000
Si  -2.783  -1.461  -2.580  -0.002
Si  0.054  -4.101  -2.443  0.001
O  -2.736  2.446  0.344  0.005
O  -0.963  2.357  2.058  0.001
O  2.036  -0.642  0.552  0.024
C  3.312  -2.649  0.879  0.001
C  -0.867  -3.485  2.005  0.012
C  3.134  -0.892  2.639  0.000
C  0.344  -3.184  1.304  0.004
C  -3.783  4.178  -0.942  0.000
C  -2.644  3.863  -0.011  0.001
C  -3.712  -2.562  -1.383  0.000
C  -0.256  0.955  -4.295  0.000
C  -0.979  -2.797  3.171  0.014
C  1.091  -2.227  1.973  0.000
C  0.405  2.607  4.014  0.000
C  -3.233  0.345  -2.388  0.000
C  2.400  -0.071  -3.047  0.001
C  4.524  -4.584  0.499  0.000
C  1.894  -4.273  -2.150  0.000
C  3.533  -1.370  3.853  0.001
C  0.381  2.158  2.579  0.000
C  -0.349  -4.731  -4.164  0.000
C  -3.068  -2.023  -4.348  -0.001
C  5.101  -3.739  -0.399  0.001
C  4.267  -0.412  4.600  0.000
C  1.033  -1.631  -5.302  -0.001
C  4.421  0.759  3.924  0.001
C  -0.976  -5.082  -1.211  0.000
C  2.418  -1.628  1.523  0.015
C  3.495  -3.952  1.245  0.001
H  -4.080  -1.715  -4.631  0.000
H  0.174  3.668  4.104  0.000
H  1.769  -2.413  -5.108  0.000
H  -4.738  3.934  -0.479  0.000
H  -3.019  -3.103  -4.465  0.000
H  -3.930  0.482  -1.560  0.000
H  -0.335  -5.824  -4.101  0.000
H  3.081  -0.925  -3.043  0.000
H  2.211  -4.066  -1.125  0.000
H  4.665  -0.589  5.588  0.000
H  2.918  -4.438  2.020  0.000
H  -1.161  0.679  -4.838  0.000
H  0.390  -4.441  -4.907  0.000
H  4.935  1.648  4.255  0.000
H  -1.371  -4.478  -0.395  0.000
H  -3.690  3.620  -1.873  0.000
H  3.330  -2.374  4.198  0.000
H  -1.332  -4.446  -4.529  0.000
H  5.892  -3.965  -1.097  0.000
H  -3.297  -2.541  -0.373  0.000
H  0.121  -2.100  -5.671  0.000
H  -4.750  -2.225  -1.314  0.000
H  2.862  0.717  -3.648  0.000
H  -3.779  5.243  -1.176  0.000
H  -2.373  0.987  -2.206  0.000
H  0.356  1.557  -4.974  0.000
H  -1.594  -4.213  1.673  0.000
H  -2.386  -1.564  -5.066  0.000
H  -0.378  -5.889  -0.781  0.000
H  -2.693  4.428  0.918  0.000
H  1.070  2.712  1.943  0.000
H  0.728  -3.757  0.474  0.000
H  -0.312  2.039  4.607  0.000
H  0.632  1.097  2.501  0.000
H  -1.791  -2.853  3.879  0.000
H  1.428  -1.007  -6.109  0.000
H  -0.537  1.582  -3.451  0.000
H  -1.676  4.042  -0.484  0.000
H  -1.829  -5.541  -1.716  0.000
H  4.821  -5.615  0.621  0.000
H  2.328  0.293  -2.021  0.000
H  2.472  -3.616  -2.804  0.000
H  -3.719  0.692  -3.304  0.000
H  1.402  2.432  4.421  0.000
H  -3.723  -3.598  -1.728  0.000
H  2.187  -5.302  -2.382  0.000

## Properties
Spin multiplicity = 2
⟨S²⟩ = 0.758
Energy relative to the best compared isomer or geometry (same formula, charge and spin) = 0.0 kJ/mol
Orbital gap (alpha / beta) = 7.259 / 7.056 eV
Charge = +1
Highest occupied orbital energy (alpha / beta) = -0.3796 / -0.3724 Eh
E_LUMO (alpha / beta) = -3.07 / -3.08 eV

This record from OMol25 describes C26H46ClFeN7O as an isolated structure in a non-equilibrium geometry. The level of theory is wB97M-V/def2-TZVPD.

Last column: Löwdin spin population.
Element x y z (Å)
Fe  0.117  -0.290  -0.580  4.248
Cl  3.932  5.408  0.429  0.000
O  2.848  1.505  -7.133  0.000
N  -0.164  -0.856  -4.608  0.010
N  1.827  -1.638  -0.681  0.101
N  -1.081  -1.793  0.286  0.131
N  1.159  0.426  1.127  0.116
N  0.016  0.017  -2.560  0.087
N  0.531  0.302  -4.659  0.011
N  -1.579  0.892  -0.048  0.113
C  1.111  0.814  -5.921  0.001
C  0.283  0.901  2.240  0.010
C  1.574  -3.108  -0.850  0.009
C  -2.498  -1.330  0.194  0.011
C  2.636  0.651  -6.010  0.001
C  -0.886  -3.192  -0.195  0.013
C  0.522  -3.687  0.079  0.001
C  2.565  3.439  -0.791  0.001
C  2.914  -1.843  -5.287  0.000
C  3.231  1.421  -4.829  0.000
C  3.525  1.945  -2.449  0.002
C  -2.580  0.094  0.707  0.007
C  3.782  4.091  -0.664  0.001
C  -1.178  2.211  0.527  0.012
C  -0.561  2.132  1.923  0.001
C  -0.478  -0.997  -3.362  0.014
C  4.734  2.624  -2.312  0.000
C  3.362  0.827  -3.436  0.001
C  4.871  3.682  -1.429  0.002
C  2.015  -0.712  1.597  0.009
C  2.537  -1.273  -7.660  0.000
C  4.698  -0.686  -6.564  0.000
C  0.620  0.837  -3.454  0.017
C  3.180  -0.773  -6.356  0.000
C  2.457  2.374  -1.677  0.005
C  2.771  -1.296  0.428  0.006
H  0.038  3.035  2.055  0.000
H  -1.990  1.098  -0.960  0.004
H  3.770  1.469  -7.414  0.000
H  -2.344  0.145  1.770  0.000
H  -0.340  0.052  2.528  0.000
H  4.211  0.145  -3.374  0.000
H  -1.064  -1.830  -3.004  0.001
H  0.579  0.347  -6.744  0.000
H  5.228  -0.338  -5.674  0.000
H  1.717  3.798  -0.214  0.000
H  4.222  1.752  -5.145  0.000
H  0.524  -4.769  -0.063  0.000
H  5.085  -1.676  -6.804  0.000
H  -3.159  -2.003  0.741  0.004
H  1.485  1.872  -1.783  0.003
H  -2.789  -1.373  -0.859  0.001
H  1.784  1.191  0.862  0.005
H  0.789  -3.536  1.130  0.000
H  2.657  2.351  -4.754  0.000
H  -1.335  2.190  2.689  0.000
H  2.563  -0.521  -8.446  0.000
H  2.284  -1.349  -1.547  0.003
H  1.501  -1.586  -7.511  0.000
H  4.975  -0.043  -7.403  0.000
H  1.272  -3.262  -1.889  0.000
H  2.703  -0.373  2.373  0.003
H  0.923  1.886  -5.965  0.000
H  -0.818  -1.787  1.275  0.005
H  1.348  -1.446  2.056  0.000
H  3.464  -1.678  -4.360  0.000
H  -2.041  2.879  0.545  0.005
H  -3.585  0.498  0.579  0.003
H  1.854  -1.962  -5.070  0.000
H  1.114  1.775  -3.243  0.000
H  -0.469  2.645  -0.183  0.002
H  3.471  -0.555  0.051  0.000
H  5.817  4.195  -1.327  0.000
H  -1.100  -3.212  -1.266  0.001
H  3.353  -2.167  0.728  0.002
H  -1.629  -3.828  0.291  0.006
H  2.522  -3.628  -0.712  0.004
H  2.479  0.223  -3.178  0.000
H  0.914  1.114  3.105  0.005
H  3.252  -2.803  -5.680  0.000
H  3.080  -2.148  -8.015  0.000
H  5.592  2.317  -2.899  0.000

## Properties
Spin multiplicity = 6
⟨S²⟩ = 8.757
Energy relative to the best compared isomer or geometry (same formula, charge and spin) = 0.0 kJ/mol
Orbital gap (alpha / beta) = 8.636 / 4.573 eV
Charge = +3
Highest occupied orbital energy (alpha / beta) = -0.6005 / -0.6003 Eh
E_LUMO (alpha / beta) = -7.70 / -11.76 eV